{
  "formula": "C3H13N3SSi",
  "method": "ωB97M-V/def2-TZVPD",
  "species": ["C", "C", "C", "N", "N", "N", "Si", "S", "H", "H", "H", "H", "H", "H", "H", "H", "H", "H", "H", "H", "H"],
  "xyz": [[-1.09, -2.80, -0.70], [-1.37, -0.54, 0.55], [-1.04, -1.80, 0.43], [0.26, 1.96, -1.12], [0.19, 3.12, 1.30], [2.21, 1.00, 0.87], [0.96, 1.94, 0.41], [3.84, -1.61, -0.58], [-0.14, -3.33, -0.76], [-1.79, -3.49, -0.32], [-1.40, -2.31, -1.65], [-1.25, 0.00, 1.46], [-1.88, 0.14, -0.11], [-0.60, -2.23, 1.37], [-0.75, 1.93, -1.32], [0.74, 1.56, -1.95], [0.37, 3.56, 2.21], [-0.78, 3.38, 0.98], [2.89, 1.22, 1.67], [3.15, -0.62, -0.03], [2.84, -2.17, -1.33]],
  "nbo_charge": [-0.65, -0.44, -0.13, -1.33, -1.34, -1.51, 2.14, -0.36, 0.23, 0.22, 0.21, 0.19, 0.18, 0.19, 0.41, 0.42, 0.42, 0.40, 0.41, 0.20, 0.13],
  "gap_ha": 0.3296,
  "lumo_energy_ha": 0.010,
  "fmax_ev_per_a": 2.9,
  "mol_weight_da": 151.31,
  "homo_ha": -0.319,
  "de_lowest_ev": 1.955,
  "e_tot_ev": -26505.0213,
  "total_charge": 0
}



{
  "formula": "C2H4ClNS",
  "method": "ωB97M-V/def2-TZVPD",
  "species": ["C", "C", "N", "S", "Cl", "H", "H", "H", "H"],
  "xyz": [[0.71, -1.26, -0.08], [-0.28, 1.09, 0.09], [-0.35, -0.34, 0.03], [2.20, -0.75, 0.07], [-1.97, -1.02, 0.09], [0.48, -2.24, -0.23], [0.50, 1.31, -0.56], [-1.07, 1.62, -0.46], [-0.24, 1.58, 1.05]],
  "nbo_charge": [-0.10, -0.44, -0.38, -0.06, 0.11, 0.21, 0.23, 0.22, 0.21],
  "gap_ha": 0.3364,
  "lumo_energy_ha": 0.011,
  "fmax_ev_per_a": 4.7,
  "mol_weight_da": 109.58,
  "homo_ha": -0.326,
  "de_lowest_ev": 1.966,
  "e_tot_ev": -26984.6576,
  "total_charge": 0
}